Here is 15 unconnected molecules or ions with the total composition C85H196F30N10O3P5 in a non-equilibrium geometry from the OMol25 dataset. Energies are from the ωB97M-V functional and the def2-TZVPD basis.

```
329
Properties=species:S:1:pos:R:3:forces:R:3:lowdin_charge:R:1
C 2.515 7.846 -5.130 0.780 -0.418 1.847 -0.124
C 1.657 7.994 -6.363 0.048 -1.222 0.905 -0.238
C 1.643 6.641 -7.095 -0.589 1.789 -1.124 -0.182
C 0.557 6.658 -8.195 0.020 1.262 1.412 -0.128
N -0.085 5.361 -8.376 -0.737 -0.630 0.236 -0.288
C -0.932 4.857 -7.120 1.462 -0.990 -2.466 -0.007
C -1.115 3.383 -7.493 -1.240 0.013 0.007 -0.165
C 0.152 2.960 -8.235 0.128 0.076 -0.764 -0.108
C 0.905 4.291 -8.600 -0.008 -1.759 0.163 -0.087
C -0.986 5.501 -9.548 -0.526 -1.565 -0.041 0.028
H 2.205 7.013 -4.431 0.041 0.537 -1.015 0.089
H 2.459 8.719 -4.481 -0.038 0.283 -0.171 0.073
H 3.592 7.694 -5.295 -0.306 -0.009 -0.357 0.076
H 2.045 8.798 -6.982 -0.444 0.152 -0.094 0.124
H 0.645 8.154 -5.951 0.177 0.467 -0.706 0.119
H 1.431 5.897 -6.369 -0.016 -0.804 0.665 0.078
H 2.620 6.466 -7.544 -0.002 -0.171 0.091 0.108
H 0.993 6.963 -9.133 0.019 0.047 -0.436 0.142
H -0.287 7.366 -7.970 0.967 -0.455 -0.031 0.155
H -1.821 5.424 -7.109 -0.874 0.771 0.269 0.123
H -0.299 4.959 -6.262 0.177 0.232 0.505 0.106
H -2.001 3.222 -8.159 0.594 0.326 0.684 0.118
H -1.307 2.801 -6.583 0.239 0.082 -0.269 0.100
H -0.131 2.375 -9.144 0.472 0.418 0.756 0.131
H 0.748 2.351 -7.561 0.290 -0.077 -0.236 0.098
H 1.316 4.317 -9.617 -0.381 0.123 0.189 0.148
H 1.738 4.439 -7.921 -0.072 0.015 0.117 0.111
H -1.726 4.684 -9.539 0.788 -0.070 -0.484 0.112
H -0.425 5.598 -10.489 -0.281 -0.088 0.501 0.135
H -1.604 6.323 -9.344 -0.579 1.635 -0.063 0.091
C 5.386 4.916 -6.904 -1.420 -0.540 1.136 -0.091
C 5.300 3.419 -7.178 0.687 -0.201 0.783 -0.213
C 6.249 2.494 -6.327 -1.197 0.332 -0.966 -0.153
C 5.900 2.330 -4.858 -0.131 -0.531 -0.069 -0.097
N 6.592 1.094 -4.269 -1.435 0.131 0.914 -0.252
C 8.019 1.011 -4.524 2.510 -0.765 -1.612 -0.117
C 8.300 -0.373 -5.161 -0.285 -1.213 2.076 -0.133
C 6.979 -0.858 -5.749 0.271 2.177 -0.295 -0.125
C 5.926 -0.159 -4.861 1.138 -1.076 0.712 -0.058
C 6.329 1.061 -2.759 -0.367 0.858 -1.142 0.041
H 5.105 5.204 -5.889 0.246 -0.215 0.283 0.074
H 4.608 5.386 -7.477 -0.123 0.425 -0.667 0.045
H 6.327 5.348 -7.132 0.917 0.307 -0.321 0.073
H 5.605 3.346 -8.209 0.157 -0.545 -0.436 0.104
H 4.278 3.040 -7.119 -0.031 0.105 0.160 0.091
H 7.215 2.943 -6.316 0.893 0.300 -0.534 0.098
H 6.304 1.545 -6.887 -0.005 0.219 0.502 0.114
H 4.824 2.220 -4.641 0.412 -0.016 -0.180 0.115
H 6.284 3.178 -4.319 0.044 0.380 0.407 0.138
H 8.709 1.087 -3.670 -0.945 0.422 0.109 0.146
H 8.313 1.762 -5.252 -0.097 0.190 0.235 0.120
H 8.646 -1.043 -4.336 -0.208 0.309 -0.687 0.130
H 9.048 -0.375 -5.918 0.752 0.276 -0.358 0.112
H 6.876 -1.923 -5.857 -0.131 -0.320 0.180 0.121
H 7.036 -0.384 -6.745 -0.839 -0.531 0.119 0.111
H 5.773 -0.725 -3.928 -0.503 -0.384 -0.933 0.119
H 5.012 0.089 -5.372 -0.370 0.209 0.082 0.130
H 6.921 1.825 -2.270 0.073 0.247 -0.079 0.112
H 6.595 0.092 -2.359 -0.179 -0.178 0.014 0.087
H 5.271 1.331 -2.724 0.055 -0.428 0.691 0.103
C 0.012 9.482 5.029 0.569 1.121 -0.479 -0.115
C 0.473 8.123 5.526 0.843 -0.029 -0.189 -0.259
C 2.030 7.858 5.560 -1.059 -0.727 0.050 -0.153
C 2.233 6.704 6.601 0.405 0.531 0.836 -0.117
N 3.535 5.904 6.344 -2.385 0.851 -1.892 -0.224
C 3.829 4.950 7.384 2.232 -0.055 1.612 -0.101
C 5.424 4.905 7.490 -1.038 0.639 0.319 -0.094
C 5.902 5.896 6.437 0.755 1.399 -0.005 -0.143
C 4.716 6.838 6.320 -0.345 0.675 0.247 -0.115
C 3.361 5.137 4.940 0.480 1.363 0.457 -0.069
C 2.007 4.464 4.746 -0.415 -0.861 0.819 -0.219
C 1.814 4.001 3.296 -0.506 0.446 -0.438 -0.092
H 0.484 10.375 5.516 -0.629 -0.971 0.200 0.094
H -1.076 9.502 5.094 0.033 0.406 0.206 0.071
H 0.248 9.704 3.971 -0.034 -0.676 0.241 0.078
H -0.137 7.362 4.991 0.921 0.071 0.018 0.113
H 0.198 7.964 6.557 -0.533 0.409 0.559 0.092
H 2.602 8.768 5.796 -0.408 -0.290 0.302 0.122
H 2.398 7.562 4.574 -0.171 -0.128 0.059 0.099
H 1.320 6.062 6.675 1.157 0.127 -0.494 0.122
H 2.315 7.065 7.666 0.232 0.086 -1.120 0.147
H 3.501 4.023 7.059 -1.011 -1.822 -0.214 0.092
H 3.400 5.224 8.369 0.031 -0.029 -0.769 0.147
H 5.848 3.921 7.377 -0.054 -0.312 -0.067 0.097
H 5.610 5.276 8.487 0.554 0.009 0.238 0.111
H 6.103 5.420 5.474 -0.078 -0.051 0.111 0.099
H 6.812 6.534 6.659 -0.928 -1.084 0.124 0.152
H 4.696 7.439 5.411 -0.028 -0.077 0.045 0.128
H 4.562 7.545 7.196 0.440 -0.943 -0.852 0.167
H 4.106 4.331 4.924 0.166 0.582 -0.116 0.110
H 3.595 5.956 4.213 -0.203 -1.030 0.359 0.136
H 1.112 5.077 5.058 1.105 -0.689 -0.426 0.108
H 2.070 3.534 5.389 -0.597 0.954 -0.524 0.122
H 1.829 4.858 2.611 0.023 0.020 0.126 0.078
H 0.837 3.510 3.161 0.392 0.222 0.272 0.062
H 2.567 3.311 2.929 0.287 -0.128 0.287 0.054
C 0.089 -3.492 -2.182 0.515 0.623 -1.389 -0.091
C 1.222 -2.539 -2.696 0.341 0.071 1.072 -0.188
C 2.155 -2.193 -1.480 1.291 -1.379 -1.272 -0.193
C 1.668 -1.054 -0.664 -0.008 -0.096 0.353 -0.089
N 2.092 -1.119 0.831 -1.677 1.364 -1.523 -0.220
C 2.003 0.314 1.292 -0.760 0.586 -0.050 -0.101
C 3.281 0.958 0.800 1.556 -0.374 -0.333 -0.104
C 4.289 -0.237 0.502 -1.000 0.101 2.055 -0.091
C 3.490 -1.449 1.060 1.451 -0.712 -0.903 -0.120
C 1.248 -2.051 1.591 0.988 -1.097 1.566 -0.143
C -0.148 -1.627 1.853 -1.362 0.327 0.474 -0.203
C -1.159 -2.706 2.375 1.497 0.287 -1.283 -0.044
H -0.634 -3.699 -2.973 0.118 -0.247 -0.100 0.059
H -0.506 -3.081 -1.397 -0.258 0.693 0.735 0.048
H 0.495 -4.419 -1.789 0.223 -0.209 -0.210 0.071
H 0.906 -1.557 -3.061 -0.656 -0.239 -0.093 0.091
H 1.797 -2.954 -3.555 -0.330 -0.098 0.882 0.118
H 3.169 -1.962 -1.854 -0.307 -0.173 0.166 0.116
H 2.281 -3.089 -0.864 -0.043 -0.028 -0.106 0.105
H 0.576 -1.085 -0.685 0.098 0.495 0.270 0.122
H 2.061 -0.128 -1.099 -0.423 -0.062 0.377 0.128
H 1.784 0.392 2.350 0.606 -0.400 0.420 0.116
H 1.117 0.776 0.865 -0.106 -0.121 -0.340 0.135
H 3.765 1.594 1.552 -0.443 0.089 -0.217 0.102
H 3.147 1.499 -0.151 -0.145 0.104 0.615 0.111
H 5.187 -0.155 1.138 -0.221 0.171 -0.709 0.105
H 4.513 -0.251 -0.549 0.255 -0.524 -0.267 0.081
H 3.529 -1.506 2.150 0.615 0.234 -0.081 0.120
H 3.723 -2.474 0.673 -0.062 1.083 0.122 0.126
H 1.799 -2.114 2.564 -0.599 -0.354 -0.589 0.140
H 1.321 -3.015 1.106 0.049 -0.316 -0.230 0.137
H -0.506 -1.095 0.967 -0.471 -0.115 0.251 0.109
H -0.081 -0.947 2.688 -0.242 0.778 -0.110 0.069
H -1.078 -3.624 1.802 -0.306 -0.128 -0.385 0.061
H -2.163 -2.320 2.371 -0.370 0.125 -0.092 0.066
H -0.892 -2.987 3.366 0.168 -0.052 1.007 0.058
C -3.475 -5.461 -0.026 -2.406 1.319 0.309 -0.102
C -4.352 -6.332 0.870 1.659 -0.827 0.569 -0.253
C -5.761 -6.567 0.354 -0.005 1.216 1.168 -0.185
C -6.523 -5.240 0.338 0.521 -0.041 -1.523 -0.128
N -7.957 -5.355 -0.148 -1.402 0.677 -0.776 -0.158
C -8.163 -5.532 -1.721 1.384 0.362 0.309 -0.042
C -8.603 -4.151 -2.223 -0.695 -1.261 -0.359 -0.178
C -9.470 -3.588 -1.119 2.354 1.234 0.612 -0.129
C -8.628 -3.958 0.124 -0.805 -0.814 0.435 -0.065
C -8.640 -6.503 0.592 -0.487 0.668 1.165 -0.129
C -10.144 -6.668 0.423 0.067 0.720 -2.840 -0.253
C -10.767 -7.871 1.060 -0.967 -1.039 -0.281 -0.089
H -3.562 -5.702 -1.069 -0.062 -0.295 -0.650 0.057
H -2.461 -5.509 0.249 1.259 0.150 0.451 0.050
H -3.906 -4.430 0.103 1.043 -0.575 -0.379 0.074
H -4.267 -5.865 1.885 -0.659 -0.522 -0.636 0.126
H -3.867 -7.331 0.971 -0.377 0.534 0.034 0.123
H -6.275 -7.142 1.098 -0.062 -1.065 0.094 0.098
H -5.683 -7.072 -0.615 -0.421 0.124 0.106 0.129
H -5.976 -4.579 -0.335 -0.483 0.297 -0.339 0.114
H -6.516 -4.678 1.282 -0.233 -0.692 0.077 0.150
H -8.812 -6.372 -1.979 -0.360 0.375 0.665 0.123
H -7.216 -5.819 -2.181 0.289 0.077 0.420 0.111
H -9.245 -4.257 -3.106 0.513 -0.003 -0.168 0.132
H -7.744 -3.502 -2.418 -0.242 -0.208 0.113 0.082
H -10.457 -3.995 -1.100 -0.658 0.025 -0.015 0.110
H -9.372 -2.487 -1.296 -0.939 -0.753 0.676 0.140
H -9.203 -4.069 1.072 0.466 0.210 -0.663 0.142
H -7.802 -3.267 0.240 -0.079 0.103 0.036 0.092
H -8.483 -6.355 1.696 0.408 -0.149 -1.037 0.165
H -8.126 -7.364 0.231 0.268 -0.796 0.061 0.113
H -10.411 -6.659 -0.686 0.453 -0.233 1.179 0.128
H -10.642 -5.785 0.765 -0.336 0.607 0.513 0.098
H -10.310 -8.848 0.853 0.511 0.456 0.344 0.092
H -11.755 -8.040 0.613 0.039 0.389 0.094 0.091
H -10.972 -7.715 2.110 0.329 -0.237 0.395 0.083
C -0.692 -7.172 -3.480 1.333 -0.262 -1.450 -0.108
C -1.764 -7.613 -4.496 -1.041 1.361 0.905 -0.243
C -2.672 -6.377 -4.838 -1.211 -1.604 -1.109 -0.153
C -3.903 -6.948 -5.663 -1.330 1.251 0.907 -0.070
N -4.520 -6.090 -6.801 3.287 -0.290 -0.528 -0.232
C -5.625 -6.797 -7.501 -0.779 -0.900 1.316 -0.103
C -4.992 -7.854 -8.455 -2.003 -0.479 -0.294 -0.115
C -3.519 -7.480 -8.544 -0.190 0.072 0.786 -0.147
C -3.474 -6.088 -7.952 0.398 0.699 0.674 -0.080
C -4.859 -4.682 -6.392 0.578 -0.492 -0.848 -0.149
C -5.898 -4.626 -5.348 -1.617 -0.616 0.681 -0.253
C -6.187 -3.203 -4.924 0.924 0.412 1.051 -0.074
H -0.037 -8.080 -3.337 -0.410 1.279 0.382 0.097
H -1.115 -6.774 -2.551 -0.058 -0.513 -0.086 0.059
H -0.079 -6.312 -3.905 -0.526 -1.198 0.419 0.087
H -2.351 -8.438 -4.040 0.035 0.540 -0.245 0.121
H -1.418 -7.997 -5.453 0.613 -0.038 0.116 0.107
H -2.173 -5.690 -5.492 0.789 0.307 -0.312 0.086
H -2.946 -5.782 -3.964 -0.336 -0.332 0.042 0.104
H -4.812 -7.027 -5.030 0.869 -0.702 -0.021 0.123
H -3.656 -7.892 -6.145 -0.101 0.007 0.312 0.116
H -6.148 -5.960 -7.932 -0.537 -0.224 -0.781 0.128
H -6.284 -7.270 -6.733 0.408 0.434 -0.639 0.148
H -5.483 -7.772 -9.464 0.471 0.041 0.970 0.139
H -5.282 -8.895 -8.109 0.863 1.205 -0.282 0.144
H -3.233 -7.457 -9.561 0.567 0.071 -1.025 0.115
H -2.851 -8.155 -8.027 0.083 -0.244 0.095 0.113
H -3.803 -5.350 -8.663 -0.463 0.260 -0.363 0.132
H -2.500 -5.700 -7.606 -0.401 -0.528 0.153 0.139
H -5.226 -4.246 -7.312 -0.044 0.407 -0.220 0.136
H -3.956 -4.131 -6.100 -0.014 -0.441 -0.031 0.150
H -5.613 -5.276 -4.504 -0.144 0.444 -0.030 0.105
H -6.882 -5.010 -5.721 0.887 -0.065 0.060 0.136
H -5.385 -2.758 -4.295 -0.362 -0.452 -0.179 0.092
H -7.100 -3.209 -4.322 0.120 0.468 -0.446 0.057
H -6.218 -2.551 -5.791 -0.611 0.099 -0.139 0.086
C -4.170 -2.230 5.113 0.448 -1.262 0.771 -0.114
C -5.391 -1.574 4.501 -0.496 1.066 -0.202 -0.243
C -5.936 -0.270 5.189 -0.201 0.103 -0.195 -0.165
C -4.772 0.702 5.451 -0.398 -0.085 -1.358 -0.135
N -5.147 2.042 6.060 0.966 1.534 -1.768 -0.193
C -6.219 2.709 5.194 -0.924 0.350 1.126 -0.096
C -6.145 4.235 5.484 0.889 -0.206 -0.282 -0.117
C -4.616 4.440 5.557 1.030 0.319 0.038 -0.152
C -3.962 3.069 5.858 -0.819 -0.479 -1.045 -0.072
C -5.481 2.136 7.510 0.731 0.762 -0.001 -0.126
C -4.482 1.398 8.394 -1.955 -1.843 -0.699 -0.238
C -4.668 1.841 9.812 0.109 0.843 0.827 -0.091
H -4.375 -2.499 6.186 0.131 0.309 -0.852 0.098
H -3.212 -1.692 5.111 -0.372 0.159 -0.244 0.056
H -3.985 -3.216 4.610 -0.113 0.851 0.327 0.082
H -6.182 -2.291 4.605 -0.594 -0.441 -0.050 0.094
H -5.329 -1.390 3.404 0.396 -0.026 0.693 0.103
H -6.437 -0.479 6.147 0.246 -0.277 -0.139 0.120
H -6.757 0.131 4.540 0.874 -0.084 0.397 0.118
H -4.250 0.923 4.463 -0.576 -0.164 1.334 0.150
H -4.081 0.182 6.095 0.374 0.299 0.217 0.090
H -7.180 2.304 5.497 -0.101 -0.123 0.049 0.127
H -6.075 2.401 4.168 0.408 0.256 -0.231 0.132
H -6.629 4.470 6.471 0.273 -0.072 -1.206 0.130
H -6.503 4.884 4.652 -0.356 -0.745 0.812 0.132
H -4.277 5.266 6.190 -0.407 -0.504 0.812 0.119
H -4.137 4.820 4.650 -0.656 -0.446 -0.561 0.113
H -3.321 3.072 6.714 0.289 -0.243 0.389 0.110
H -3.425 2.672 4.988 0.011 0.345 0.406 0.102
H -6.519 1.842 7.664 0.090 0.000 0.128 0.149
H -5.328 3.228 7.681 -0.697 -0.800 0.352 0.138
H -3.477 1.565 8.068 0.652 0.132 -0.185 0.090
H -4.684 0.284 8.263 0.326 1.214 0.361 0.140
H -4.308 2.877 9.918 -0.188 -0.229 0.013 0.093
H -4.035 1.247 10.440 0.299 -0.339 0.537 0.075
H -5.681 1.810 10.247 0.277 -0.175 -0.567 0.099
C 3.846 -0.142 7.359 0.434 0.030 0.691 -0.017
C 3.226 -0.911 6.237 -0.877 1.032 -0.213 -0.341
C 4.131 -1.933 5.687 0.027 -0.637 -1.215 -0.177
O 3.305 -2.758 4.853 0.628 -0.671 -0.740 -0.207
C 3.998 -3.676 3.941 1.712 1.296 2.029 -0.036
N 1.992 -1.599 6.745 -0.747 -0.251 0.987 0.228
H 1.273 -0.872 6.890 -0.092 -0.382 -0.190 0.142
H 1.624 -2.405 6.218 0.305 0.771 -0.646 0.167
H 2.213 -2.020 7.648 0.005 0.265 0.256 0.173
H 4.596 -0.716 7.932 -0.806 0.026 0.190 0.114
H 3.143 0.444 7.956 -0.117 -0.533 0.249 0.102
H 4.429 0.614 6.919 0.978 1.053 -0.813 0.052
H 2.891 -0.182 5.473 -0.019 -0.657 0.178 0.165
H 4.641 -2.446 6.498 -0.037 -0.666 0.039 0.143
H 4.876 -1.409 5.113 0.488 0.086 -0.318 0.115
H 4.766 -3.171 3.328 -0.758 0.215 -0.175 0.086
H 3.277 -4.222 3.406 -0.901 -0.402 -0.787 0.073
H 4.613 -4.361 4.527 -0.260 -0.291 0.210 0.094
C 8.556 -1.262 2.843 -1.219 -1.455 0.992 -0.016
C 9.297 -2.568 3.019 -0.001 0.016 1.189 -0.310
C 8.542 -3.548 3.956 0.788 0.119 -0.323 -0.229
O 8.245 -3.031 5.190 -0.298 0.360 1.821 -0.186
C 9.286 -3.012 6.240 -0.749 0.523 -2.101 -0.004
N 9.406 -3.350 1.765 -1.475 0.720 -0.512 0.214
H 9.677 -2.735 1.001 -0.003 -0.216 -0.344 0.158
H 10.070 -4.078 1.887 0.815 -0.920 -0.131 0.158
H 8.473 -3.776 1.525 0.696 0.309 -0.231 0.126
H 9.001 -0.661 2.123 0.793 1.151 -1.584 0.072
H 8.577 -0.688 3.761 -0.069 -0.126 0.232 0.080
H 7.504 -1.469 2.580 0.424 0.286 0.055 0.086
H 10.327 -2.378 3.335 -0.126 -0.106 0.138 0.158
H 9.104 -4.509 3.980 -0.241 0.236 0.221 0.145
H 7.580 -3.717 3.459 -0.028 -0.207 0.044 0.127
H 9.578 -4.031 6.430 0.294 -0.193 0.393 0.092
H 8.942 -2.445 7.096 -0.598 -0.431 0.114 0.093
H 10.065 -2.390 5.835 0.916 -0.133 -0.038 0.079
C -2.592 1.981 -3.503 -0.876 -0.760 2.010 -0.011
C -2.740 2.565 -2.072 0.446 0.620 -0.115 -0.281
C -2.370 4.041 -1.950 -0.240 -0.275 -0.082 -0.210
O -2.547 4.500 -0.625 0.131 0.608 -0.440 -0.184
C -1.685 5.631 -0.413 1.325 -0.130 0.019 -0.082
N -4.181 2.462 -1.574 0.057 -0.209 -1.137 0.227
H -4.893 2.725 -2.273 0.595 -0.137 -0.148 0.179
H -4.359 1.473 -1.368 -0.232 0.097 0.639 0.084
H -4.348 3.119 -0.817 0.269 -0.315 0.704 0.156
H -1.598 2.184 -3.865 0.078 0.117 -0.296 0.042
H -3.404 2.361 -4.111 0.085 0.166 -0.498 0.083
H -2.726 0.882 -3.384 0.130 0.644 -0.414 0.101
H -2.100 2.001 -1.368 -0.600 0.153 -0.176 0.159
H -3.005 4.631 -2.623 0.145 0.083 -0.170 0.144
H -1.329 4.187 -2.183 0.442 -0.248 -0.671 0.112
H -1.508 6.352 -1.239 -0.974 -0.624 -0.116 0.102
H -0.637 5.287 -0.220 -0.815 -0.018 0.297 0.104
H -2.084 6.188 0.409 -0.061 0.164 0.576 0.081
P 1.459 2.380 -3.976 0.539 0.061 -1.400 0.149
F 0.294 1.857 -4.973 -0.421 0.377 -0.107 -0.169
F 1.090 3.950 -4.310 -0.431 -0.766 0.366 -0.175
F 0.416 2.290 -2.736 0.238 0.627 -0.008 -0.155
F 2.668 2.861 -3.070 0.161 0.385 0.980 -0.139
F 1.878 0.860 -3.722 0.120 -0.941 0.471 -0.154
F 2.485 2.386 -5.253 -0.066 0.235 -0.329 -0.187
P 6.568 -3.283 -0.576 -1.692 -0.404 0.271 0.179
F 7.058 -4.395 0.528 -0.337 -0.613 -0.200 -0.175
F 6.292 -2.315 0.727 0.339 -0.074 -0.293 -0.179
F 8.104 -2.861 -0.686 0.482 0.790 -0.153 -0.137
F 6.103 -2.040 -1.503 0.363 0.117 -0.444 -0.164
F 6.701 -4.272 -1.809 0.891 0.044 -0.134 -0.113
F 5.017 -3.787 -0.531 0.024 0.184 0.945 -0.168
P -5.370 -0.902 -0.677 0.078 -2.295 -1.497 0.246
F -5.205 -0.192 -2.159 -0.652 -1.029 -0.143 -0.187
F -4.489 -2.204 -1.126 0.282 0.930 -0.433 -0.181
F -3.998 -0.061 -0.321 -0.032 -0.533 0.745 -0.185
F -5.513 -1.581 0.741 0.257 0.576 1.140 -0.136
F -6.224 0.357 -0.254 -0.856 0.021 0.305 -0.117
F -6.723 -1.897 -1.128 1.008 2.227 -0.169 -0.221
P -0.687 1.065 5.087 2.448 1.030 0.119 0.235
F -0.969 2.721 5.264 0.012 -1.980 -0.176 -0.185
F -1.685 0.963 3.851 -0.823 0.094 0.558 -0.127
F 0.523 1.386 4.029 -0.423 0.089 -0.197 -0.186
F -0.323 -0.530 4.936 -0.374 -0.137 0.036 -0.184
F 0.492 1.139 6.222 -0.210 0.126 0.651 -0.185
F -1.742 0.702 6.247 -0.363 0.371 -0.730 -0.135
P 6.333 1.874 4.232 -0.699 -0.814 -0.349 0.176
F 6.114 1.929 5.868 0.498 0.047 -0.647 -0.180
F 6.824 3.389 4.191 -0.338 0.275 -0.099 -0.126
F 7.841 1.401 4.343 0.238 -0.431 0.731 -0.125
F 6.442 1.666 2.612 -0.184 0.876 0.024 -0.175
F 5.763 0.336 4.246 0.237 -0.399 0.550 -0.192
F 4.776 2.346 4.081 -0.172 0.433 -0.238 -0.187
```
Positions in Å, forces in eV/Å.

The HOMO energy comes out at -16.5416 eV. Its HOMO-LUMO gap is 9.70 eV. The total energy comes out at -240325.3974 eV. The calculation puts the largest force on an atom at 0.0650 Eh/bohr. Its net charge is +5.